1.
43
Properties=species:S:1:pos:R:3:forces:R:3:nbo_charge:R:1 method="wB97M-V/def2-TZVPD" e_homo_ha=-0.3436 spin_multiplicity=1 orbital_gap_ev=8.899
C -5.1678 -0.1710 -3.2079 -0.1 2.7 -3.8 -0.611
H -4.6583 -1.0331 -3.5096 1.1 -1.5 -0.1 0.199
H -5.9448 -0.0644 -4.1768 1.6 0.1 3.1 0.213
C -4.1680 1.0764 -3.2348 -9.5 1.4 12.6 -0.184
N -3.0933 1.0860 -2.2167 1.5 -4.8 3.0 -0.590
C -3.1207 1.7562 -0.9604 -2.8 0.8 -4.1 0.606
O -3.8576 2.7374 -0.7317 1.1 -1.9 -0.4 -0.609
C -2.0834 1.3484 -0.0972 2.6 1.7 4.5 -0.083
C -1.5366 0.0557 0.1119 -3.2 3.0 -2.2 -0.192
C -0.7416 -0.0910 1.1881 -1.5 -9.2 -5.6 -0.357
C -0.3323 0.6497 2.0441 4.1 13.1 9.5 -0.191
C -0.7537 2.0216 1.8316 -2.4 5.4 -0.3 -0.190
C -1.7068 2.5632 0.8313 8.8 -17.5 1.1 -0.057
H -2.2645 3.2607 0.7410 -6.1 9.6 -0.7 0.188
H -0.5218 2.9565 2.4771 0.4 -2.3 -0.2 0.222
H 0.3634 0.6114 3.0029 -1.6 -1.0 -2.5 0.287
S -0.0112 -1.6206 1.4496 -1.1 -10.1 -2.6 2.171
O -0.0029 -2.1407 2.8497 -0.5 1.9 -2.5 -0.895
O -0.6778 -2.6934 0.2666 2.4 4.8 4.8 -0.939
N 1.5433 -1.5040 1.0415 -0.5 1.8 -3.4 -0.711
C 1.8718 -1.3507 -0.5415 -9.8 -4.9 4.0 -0.216
H 1.7308 -2.5106 -0.7841 0.3 2.7 -0.3 0.257
C 3.0718 -0.8201 -0.8507 6.5 2.5 -5.8 -0.486
H 3.8798 -1.5362 -0.6644 -0.1 -0.5 -1.0 0.228
C 3.5711 0.3737 -0.2370 -4.7 2.8 9.5 -0.362
H 4.0307 1.1843 -0.6094 1.6 2.2 -2.5 0.218
C 4.3018 0.2530 1.3133 -2.1 -9.2 -5.2 -0.366
C 3.3902 -0.7584 2.2369 4.9 9.4 6.4 -0.381
H 4.1122 -0.9608 3.2791 -1.9 0.0 -3.1 0.221
C 2.6084 -1.8044 1.8655 3.7 -2.7 -9.2 -0.224
H 3.3275 -2.6254 1.2085 -1.7 1.7 1.6 0.135
H 2.2970 -2.3217 2.5611 -2.8 -5.0 7.4 0.227
H 2.6710 0.0499 2.7351 1.0 -1.5 -0.7 0.188
H 5.1483 -0.4622 0.9869 -0.6 1.0 0.7 0.171
H 4.7600 1.0195 1.7480 1.0 3.6 1.8 0.207
H 2.4876 0.8365 0.2724 2.5 -0.3 -1.8 0.165
H 3.0862 -0.3426 -2.0661 -0.2 -2.4 3.0 0.258
H 0.8250 -0.8313 -0.6501 2.5 -0.5 -1.7 0.232
H -1.9024 -0.8209 -0.4187 0.4 0.1 0.1 0.275
H -2.5474 -0.0965 -2.0654 -2.2 5.0 -0.8 0.368
H -4.8264 2.0094 -2.8693 1.8 -1.5 -2.0 0.234
H -3.6148 0.9785 -3.9091 6.9 0.0 -11.8 0.160
H -5.5439 -0.2683 -2.2412 -1.3 -0.3 1.3 0.214

=====

2.
41
Properties=species:S:1:pos:R:3:forces:R:3:mulliken_charge:R:1 method="wB97M-V/def2-TZVPD" e_homo_ha="-0.2170 / -0.2316" spin_multiplicity=1 orbital_gap_ev="5.231 / 5.917"
C -2.9921 -0.4536 2.0318 -3.7 5.0 -0.7 -0.228
C -1.9739 0.1739 3.0415 -1.9 2.7 0.6 -0.101
C -1.3668 1.2492 2.3904 -1.7 0.8 -0.7 -1.080
H -1.7155 -0.2697 4.0477 -0.6 2.6 -0.7 0.457
C -1.9894 1.4228 1.1068 -0.5 1.0 0.6 -0.370
C -2.9397 0.3781 0.8707 -1.9 1.3 2.2 -1.220
H -3.5278 0.1876 -0.0083 -0.2 0.2 -0.2 0.580
H -3.6459 -1.3459 2.1651 -1.3 2.5 -0.7 0.373
H -0.5718 1.8198 2.8335 0.1 0.2 -0.1 0.406
H -1.7032 2.1621 0.3735 0.0 0.0 0.1 0.795
C 1.1594 -2.1857 1.6323 0.3 -2.0 -1.1 -0.638
C 0.2148 -2.3949 2.6308 0.8 -1.9 -0.9 -0.629
C -0.9763 -3.0302 1.9405 2.6 -4.1 -0.9 0.177
H 0.2143 -2.0765 3.7010 0.5 -0.6 -1.3 0.510
C -0.6931 -3.1377 0.5334 0.2 -1.9 2.2 -1.315
C 0.6304 -2.6643 0.3717 1.9 -0.7 0.5 -0.526
H 1.1087 -2.5500 -0.5868 0.3 0.0 0.0 0.634
H 2.1056 -1.6962 1.7880 0.0 0.1 -0.2 0.490
H -1.9714 -3.3737 2.4194 2.4 -2.8 -1.6 0.298
H -1.4297 -3.4869 -0.1621 0.1 -0.4 -0.4 0.568
La -0.7779 -0.6931 0.7224 2.3 0.5 -2.0 0.853
O 0.9860 0.4308 0.2792 -0.6 -3.1 0.8 -0.319
C 1.0129 1.7223 -0.1050 1.3 0.3 -0.2 -0.702
C 0.5452 1.8339 -1.4940 -1.6 0.7 1.8 -0.536
H 0.4711 2.3398 0.5877 -0.2 0.9 0.2 0.348
H 2.0652 1.7745 0.0310 1.4 2.5 -0.6 0.492
H -0.5145 2.0335 -1.6236 0.0 0.3 -0.2 0.331
H 0.4477 3.4652 -3.5485 0.2 -0.2 -0.1 0.365
C 1.2325 2.7120 -3.6425 -0.3 -0.6 0.5 -0.453
C 1.3826 1.7660 -2.5781 2.1 -0.2 -3.3 0.607
C 2.4342 0.7965 -2.7322 -0.7 0.6 0.7 -0.309
H 2.5710 0.0452 -1.9510 -0.1 0.2 -0.2 0.369
C 3.2467 0.7957 -3.8477 0.1 0.2 -0.3 -0.551
H 4.0318 0.0457 -3.9348 -0.2 0.1 0.0 0.369
C 3.0777 1.7452 -4.8625 -0.2 0.0 0.2 -0.384
H 3.7277 1.7366 -5.7339 -0.1 0.0 0.2 0.363
C 2.0647 2.7035 -4.7453 0.3 -0.2 -0.2 -0.502
H 1.9254 3.4456 -5.5293 0.1 -0.1 0.2 0.350
S -1.9472 -1.7734 2.8652 1.0 -1.7 2.8 0.226
C -2.6848 -2.5615 3.9812 5.1 4.3 -7.1 0.439
N -3.2345 -3.0924 4.7407 -7.4 -6.7 10.2 -0.537

=====

3.
17
Properties=species:S:1:pos:R:3:forces:R:3:nbo_charge:R:1 method="wB97M-V/def2-TZVPD" e_homo_ha="-0.1073 / -0.0961" spin_multiplicity=2 s2=0.757 orbital_gap_ev="6.911 / 4.987" charge=-1
O 0.6526 -0.2940 -2.1875 0.0 0.0 0.1 -0.772
C 0.9951 0.9166 -2.1677 0.0 0.1 -0.2 0.255
C 0.3102 2.0125 -1.6812 0.0 0.0 0.1 -0.751
C -0.6636 -2.2346 0.2056 0.5 0.7 0.5 -0.370
C -0.9826 -2.3689 1.4877 -0.3 -0.7 -0.5 -0.434
C 0.1278 1.0486 1.3126 0.1 -1.4 1.0 -0.325
O 0.6957 0.0612 2.0723 0.3 0.6 -0.1 -0.409
H 1.9916 1.1885 -2.6006 0.0 -0.1 0.0 0.056
H 0.7195 3.0071 -1.8101 0.0 0.0 0.0 0.170
H -0.6820 1.9042 -1.2619 -0.1 0.0 0.0 0.170
H 0.1224 -1.5117 0.0222 0.3 -0.3 -0.5 0.229
H -1.1032 -2.6852 -0.6739 -0.4 0.0 0.2 0.189
H -0.3343 -1.9231 2.2195 -0.1 0.4 0.2 0.214
H -1.8279 -2.9435 1.8377 -0.1 -0.3 0.0 0.162
H -0.7416 0.6011 0.8208 -0.2 0.4 -0.3 0.194
H -0.1141 1.9272 1.9195 0.0 0.3 -0.3 0.142
H 0.8346 1.2940 0.4848 -0.1 0.2 -0.3 0.279

=====

4.
12
Properties=species:S:1:pos:R:3:forces:R:3:nbo_charge:R:1 method="wB97M-V/def2-TZVPD" e_homo_ha=-0.3945 spin_multiplicity=1 smiles=O.O.O.O orbital_gap_ev=10.821
O -0.5289 -0.9819 0.0947 0.2 -0.1 0.0 -0.946
H 0.2683 -0.5314 -0.2082 -0.2 0.1 -0.1 0.470
H -0.2448 -1.8808 0.2999 -0.1 0.1 0.1 0.474
O -1.3676 1.2572 -2.3870 0.2 0.1 0.0 -0.958
H -0.5056 1.3444 -1.9478 -0.5 -0.3 -0.2 0.477
H -1.6162 0.3383 -2.2411 0.0 0.1 0.1 0.473
O -0.4627 -1.4984 3.2585 0.1 0.1 0.0 -0.941
H 0.4448 -1.4907 3.5809 -0.1 0.0 0.0 0.463
H -0.5810 -0.6418 2.8300 0.0 -0.2 -0.1 0.478
O 1.2140 1.1709 -1.2298 0.5 0.2 0.2 -0.963
H 1.9822 0.7951 -0.7835 0.0 0.1 -0.1 0.484
H 1.3976 2.1191 -1.2667 0.0 -0.1 0.0 0.490

=====

5.
15
Properties=species:S:1:pos:R:3:forces:R:3:nbo_charge:R:1 method="wB97M-V/def2-TZVPD" e_homo_ha=-0.3749 spin_multiplicity=1 smiles="O=C(O)CCO.O" orbital_gap_ev=10.586
O 1.5557 2.0135 -0.7411 0.6 -2.7 -0.4 -0.582
C 1.0596 1.0551 -0.1608 -1.0 4.8 0.3 0.792
O 0.2616 1.4451 0.8806 -0.9 1.7 2.0 -0.756
C 0.9153 -0.3957 -0.3878 2.0 -1.9 1.8 -0.567
C -0.0722 -0.7252 -1.4714 -1.7 1.7 -1.8 -0.054
O -1.4037 -0.9599 -1.0140 0.0 -0.3 2.4 -0.751
H 0.2257 2.4762 1.0704 0.7 -3.1 -1.2 0.518
H 0.5080 -0.9107 0.6217 1.4 1.1 -2.5 0.264
H 1.9812 -0.7950 -0.6533 -2.0 0.6 0.5 0.256
H 0.3086 -1.6066 -1.9968 -0.3 0.2 -0.2 0.181
H -0.2595 0.1914 -2.2162 1.1 -2.0 1.3 0.190
H -1.4634 -1.0118 0.0096 0.6 0.1 -2.3 0.494
O -1.1437 -0.6243 2.0127 -0.8 -0.8 0.1 -0.969
H -2.0157 -0.1994 1.9982 0.6 0.1 0.2 0.484
H -0.4575 0.0474 2.0482 -0.3 0.6 -0.1 0.500

=====

6.
44
Properties=species:S:1:pos:R:3:forces:R:3:nbo_charge:R:1 method="wB97M-V/def2-TZVPD" e_homo_ha="-0.8306 / -0.8303" spin_multiplicity=3 s2=2.008 orbital_gap_ev="7.149 / 7.036" charge=+4
N -0.3036 1.8576 -0.0030 1.6 0.5 -1.0 -0.494
C 0.1726 2.9274 -0.0042 -1.7 -1.4 0.7 0.541
C 0.4731 4.3129 0.1895 0.4 0.6 -0.1 -0.775
H -0.4703 4.8717 0.1686 0.1 0.0 -0.1 0.326
H 1.1305 4.6917 -0.5994 0.0 0.0 0.1 0.319
H 0.9574 4.4571 1.1610 0.0 0.0 -0.1 0.314
N 2.1125 -1.8821 -0.9451 1.3 -0.4 -0.2 -0.533
C 3.1567 -2.3938 -0.8471 -1.7 0.5 0.4 0.665
C 4.4084 -3.0538 -0.5993 0.4 -0.2 -0.2 -0.778
H 5.1860 -2.6253 -1.2443 -0.1 0.0 0.1 0.327
H 4.3198 -4.1232 -0.8234 -0.1 0.1 0.0 0.336
H 4.7109 -2.9325 0.4483 -0.2 0.1 -0.1 0.327
N -1.3574 -1.0892 -0.1094 -0.2 -0.8 -1.1 -0.539
C -2.3568 -1.6843 -0.1282 1.0 0.8 1.2 0.585
C -3.6132 -2.3395 0.1302 -0.5 -0.3 -0.3 -0.773
H -3.4889 -3.1109 0.8994 0.1 0.1 -0.1 0.324
H -3.9955 -2.8137 -0.7814 0.0 0.0 0.1 0.322
H -4.3494 -1.6040 0.4766 0.1 -0.1 -0.1 0.312
W 0.5816 -0.3510 -1.3282 1.0 -0.2 11.8 1.278
C 0.5362 -1.9776 1.5293 -2.0 -2.5 3.5 0.512
O -0.0292 -2.5613 2.3505 2.0 2.0 -2.9 -0.413
C 1.7133 0.3123 0.7093 0.8 2.4 3.0 0.660
O 2.0274 0.8518 1.6794 -0.9 -2.4 -3.7 -0.349
C 1.0569 1.0311 -2.8323 -0.2 2.2 -0.5 -0.282
C -0.3229 1.0660 -2.6205 -1.4 1.7 -3.8 -0.175
C -1.0739 -0.1070 -2.5969 -1.4 1.7 -1.0 -0.277
C -0.4538 -1.3431 -2.8522 0.4 -2.1 -1.4 -0.253
C 0.9181 -1.3748 -3.1313 -0.4 -0.8 -4.0 -0.168
C 1.6852 -0.1944 -3.0877 1.4 -1.2 -1.5 -0.254
H 1.6268 1.9498 -2.8313 0.1 0.0 0.0 0.321
H -0.8292 2.0138 -2.5078 0.0 0.0 0.3 0.316
H -2.1382 -0.0478 -2.4493 -0.1 -0.1 0.2 0.318
H -1.0243 -2.2568 -2.8264 -0.1 -0.1 -0.1 0.320
H 1.3727 -2.3252 -3.3614 0.1 -0.1 0.1 0.321
H 2.7519 -0.2204 -3.2589 0.1 0.0 0.1 0.316
C -2.7256 1.8622 2.8889 -0.1 0.1 -0.9 -0.806
S -1.4316 0.6571 2.6174 -0.4 0.8 1.3 0.843
C -0.6157 0.8081 4.2003 0.2 -0.8 0.0 -0.809
H -3.1958 2.0650 1.9207 0.0 -0.1 0.2 0.273
H -2.3105 2.7899 3.2980 0.0 -0.2 0.1 0.296
H -3.4613 1.4242 3.5736 0.1 0.0 0.1 0.318
H 0.0437 1.6833 4.1980 -0.1 0.1 0.0 0.299
H -1.3734 0.8790 4.9888 0.1 0.1 -0.1 0.309
H -0.0211 -0.1002 4.3413 0.0 0.2 0.1 0.280

=====

Looking at electronic energy for the records above, in order, we have -35853.4819 -35209.1571 -9438.7090 -8319.7013 -11429.7574 -38110.4481 eV.
Looking at relative energy (zero: lowest compared OMol25 entry of this formula, charge and spin) for the records above, in order, we have 417.4 258.8 42.1 22.5 34.9 2.9 kcal per mole.
Looking at molar mass for the records above, in order, we have 310.4 447.3 102.1 72.1 108.1 503.3 g mol⁻¹.